Entry 1:
{
  "formula": "C34H44N9Se2Zn",
  "method": "ωB97M-V/def2-TZVPD",
  "species": ["Zn", "C", "N", "C", "C", "N", "C", "C", "C", "C", "C", "C", "C", "C", "C", "N", "C", "N", "C", "C", "N", "C", "C", "C", "N", "C", "C", "H", "H", "H", "H", "H", "H", "H", "H", "H", "H", "H", "H", "H", "H", "H", "H", "H", "H", "H", "H", "H", "H", "H", "H", "H", "H", "H", "H", "H", "H", "C", "C", "C", "C", "C", "C", "Se", "C", "C", "C", "H", "H", "H", "H", "H", "H", "H", "H", "H", "H", "H", "Se", "N", "C", "C", "C", "C", "N", "C", "N", "H", "H", "H"],
  "positions_angstrom": [[-0.01128, -1.01788, -0.11587], [-0.53021, 3.71267, 1.52062], [0.05968, 3.48132, 0.21385], [0.74671, 4.66176, -0.30118], [0.23493, 2.25945, -0.38662], [0.30027, 1.10727, 0.23876], [0.56702, 1.12545, 1.63655], [1.71165, 1.71583, 2.09259], [2.01007, 1.78061, 3.47135], [1.15419, 1.22590, 4.36957], [-0.02482, 0.55943, 3.93462], [-0.85773, -0.06340, 4.89827], [-1.95638, -0.76320, 4.50701], [-2.26376, -0.87357, 3.13736], [-1.50837, -0.26402, 2.17098], [-1.81465, -0.52001, 0.79868], [-3.07290, -0.47865, 0.41735], [-4.00139, 0.35076, 0.98840], [-3.63282, 1.63782, 1.53473], [-5.29155, -0.16710, 1.41477], [-3.53523, -1.23502, -0.60442], [-2.93866, -2.50712, -0.97737], [-4.61975, -0.79495, -1.46608], [-0.34258, 0.49142, 2.55367], [0.34549, 2.31915, -1.73989], [0.93753, 1.21953, -2.47412], [-0.54191, 3.17029, -2.52149], [-1.18389, 4.58449, 1.44710], [0.23140, 3.91174, 2.27863], [-1.11984, 2.86746, 1.85251], [1.42015, 5.04913, 0.46817], [0.03322, 5.44829, -0.55637], [1.32980, 4.41140, -1.18085], [2.38351, 2.16197, 1.36770], [2.91420, 2.27437, 3.80324], [1.36111, 1.26833, 5.43147], [-0.58927, 0.01187, 5.94426], [-2.58247, -1.25702, 5.23861], [-3.10643, -1.48069, 2.82778], [-2.73479, 1.98944, 1.03583], [-3.45663, 1.60715, 2.61442], [-4.43829, 2.34537, 1.32993], [-5.43531, -1.17732, 1.04279], [-6.10600, 0.46137, 1.04913], [-5.33868, -0.19077, 2.50827], [-2.27864, -2.85802, -0.18877], [-2.36831, -2.42470, -1.90176], [-3.73668, -3.23932, -1.12135], [-4.83572, 0.25554, -1.29508], [-5.52819, -1.37926, -1.30175], [-4.31484, -0.92868, -2.50523], [1.75424, 0.78501, -1.90652], [1.34261, 1.60733, -3.40938], [0.21590, 0.42987, -2.70404], [-1.14177, 3.79761, -1.86926], [-1.21162, 2.54532, -3.11857], [0.02569, 3.80783, -3.20181], [5.21631, 0.05306, -5.16544], [4.05474, -0.49851, -4.38327], [2.86053, -0.82955, -4.99489], [1.78142, -1.37274, -4.29324], [0.53486, -1.67250, -5.09058], [1.90894, -1.59459, -2.91719], [0.45705, -2.41487, -1.97017], [3.11182, -1.25117, -2.27453], [3.27852, -1.40875, -0.79146], [4.15540, -0.71298, -3.01198], [4.91394, 0.34821, -6.16932], [6.00742, -0.69273, -5.26256], [5.64955, 0.92409, -4.67229], [2.74964, -0.66360, -6.06204], [0.73313, -2.45242, -5.82814], [0.21805, -0.78488, -5.64311], [-0.29084, -2.00460, -4.46945], [2.61186, -0.72386, -0.25010], [4.30202, -1.18066, -0.49334], [3.02106, -2.41872, -0.46941], [5.07804, -0.45408, -2.50200], [-1.28167, -4.98736, 2.15211], [0.02204, -4.97645, 3.35706], [0.76105, -3.92273, 3.08159], [1.93631, -3.52095, 3.80926], [2.56991, -2.40814, 3.39329], [2.06615, -1.66361, 2.26589], [1.01641, -1.97404, 1.57815], [0.33477, -3.12345, 1.96545], [-0.73534, -3.51990, 1.32342], [2.27786, -4.10758, 4.65092], [3.45892, -2.04258, 3.88710], [2.59213, -0.76621, 1.95908]],
  "forces_ev_per_a": [[-0.1192, 0.4250, -0.2812], [-0.0840, 0.0035, -0.0608], [0.1034, 0.0193, 0.0273], [-0.0292, -0.0554, 0.0188], [-0.0322, 0.2005, -0.1573], [0.1194, -0.2416, 0.3984], [-0.2730, -0.0445, -0.1017], [0.1742, 0.1033, 0.1504], [0.0319, 0.0035, -0.1758], [-0.1070, -0.0600, 0.0159], [0.0739, -0.0125, 0.1717], [0.0831, 0.0648, -0.0377], [-0.0751, -0.0449, -0.0877], [-0.0983, -0.0739, 0.2122], [0.0636, 0.1342, -0.3074], [0.3588, -0.1277, 0.3418], [-0.2009, -0.1189, -0.1835], [-0.0073, 0.0074, 0.0429], [-0.0136, -0.0178, -0.0037], [-0.0080, 0.0913, -0.0617], [0.1400, 0.0144, 0.1156], [0.0161, -0.0389, 0.0700], [0.0126, 0.0231, -0.0174], [0.0064, -0.1278, -0.0697], [-0.1381, -0.1055, 0.0504], [-0.0453, 0.0485, -0.0282], [0.0550, -0.0163, -0.0236], [-0.0183, 0.0007, 0.0106], [0.0043, 0.0173, -0.0033], [-0.0056, -0.0051, -0.0153], [-0.0037, 0.0012, 0.0103], [0.0096, 0.0102, -0.0107], [0.0147, 0.0088, 0.0094], [0.0113, -0.0048, 0.0172], [0.0037, -0.0039, -0.0131], [-0.0118, -0.0070, 0.0007], [0.0007, 0.0132, -0.0034], [-0.0123, -0.0063, -0.0140], [0.0159, -0.0227, 0.0216], [0.0354, 0.0113, -0.0231], [0.0020, -0.0004, 0.0150], [-0.0042, 0.0068, 0.0193], [0.0070, -0.0129, 0.0023], [-0.0075, -0.0028, -0.0072], [0.0107, 0.0155, 0.0068], [-0.0210, 0.0799, -0.0589], [0.0084, 0.0051, -0.0614], [-0.0247, 0.0137, -0.0104], [-0.0157, -0.0024, 0.0041], [-0.0066, -0.0020, 0.0020], [-0.0014, 0.0016, -0.0025], [-0.0257, 0.0636, 0.0129], [0.0133, -0.0380, -0.0164], [-0.0271, 0.0705, 0.0025], [-0.0103, -0.0055, -0.0095], [0.0024, -0.0046, -0.0001], [0.0048, -0.0017, -0.0014], [-0.0229, 0.0037, 0.0061], [0.0449, 0.0065, 0.0038], [-0.0529, 0.0074, -0.0032], [-0.0090, 0.0013, -0.0633], [0.0397, -0.0041, -0.0042], [0.1711, 0.0083, -0.2626], [-0.1194, -0.0847, 0.2287], [-0.0201, -0.0642, -0.0052], [0.0119, -0.0099, -0.0223], [0.0137, 0.0140, 0.0319], [-0.0120, -0.0078, 0.0012], [-0.0041, -0.0065, 0.0047], [-0.0022, -0.0036, 0.0141], [-0.0027, -0.0093, 0.0048], [0.0149, -0.0107, 0.0125], [0.0213, 0.0005, 0.0047], [0.0032, 0.0170, 0.0277], [0.0446, 0.0089, -0.0755], [0.0029, -0.0157, 0.0151], [0.0033, 0.0017, 0.0104], [-0.0069, -0.0058, 0.0020], [0.0457, -0.1172, 0.0988], [-0.1600, 0.0664, -0.1955], [0.2856, 0.0498, 0.2735], [-0.3108, -0.2132, -0.1071], [-0.0227, 0.2777, -0.2985], [0.4041, -0.0078, 0.2932], [-0.6642, -0.4459, -0.0259], [0.3384, 0.4617, -0.1443], [0.0537, -0.1186, 0.2036], [-0.0350, -0.0247, 0.0003], [-0.0007, 0.0039, -0.0092], [-0.0094, -0.0318, 0.0779]],
  "lowdin_charge": [0.4915, -0.0357, -0.1353, -0.0421, -0.3501, 0.0981, -0.2781, -0.0549, -0.0638, -0.0302, -0.1558, -0.0289, -0.0525, -0.0333, -0.2350, 0.0742, -0.3697, -0.1585, -0.0337, -0.0425, -0.1291, -0.0683, -0.0365, -0.0801, -0.1451, -0.0502, -0.0377, 0.1026, 0.0967, 0.0649, 0.0964, 0.0952, 0.0913, 0.1305, 0.1126, 0.1171, 0.1170, 0.1126, 0.1190, 0.0753, 0.0979, 0.1011, 0.0903, 0.0967, 0.0947, 0.0281, 0.0374, 0.1001, 0.0949, 0.0939, 0.0981, 0.0753, 0.1102, 0.0647, 0.0865, 0.0967, 0.0970, -0.0466, -0.2663, -0.0184, -0.3111, -0.0763, -0.5548, 0.7519, -0.3204, -0.0926, -0.0163, 0.0754, 0.0856, 0.0791, 0.1223, 0.0889, 0.0831, 0.0133, 0.0315, 0.0857, 0.0670, 0.1193, 1.1843, -0.2050, -0.3773, 0.0286, -0.0081, -0.0974, 0.0794, -0.4411, -0.2295, 0.1281, 0.1169, 0.1093],
  "total_charge": 1,
  "de_lowest_kcal_mol": 8.94,
  "homo_energy_ev": -9.64
}

***

Entry 2:
{
  "formula": "C34H45AlN5O",
  "method": "ωB97M-V/def2-TZVPD",
  "species": ["Al", "N", "N", "C", "C", "C", "C", "H", "H", "H", "C", "C", "H", "H", "H", "C", "C", "H", "H", "H", "C", "H", "H", "H", "C", "H", "H", "H", "C", "H", "C", "H", "C", "H", "C", "H", "C", "C", "H", "C", "C", "H", "C", "H", "N", "C", "C", "C", "H", "C", "C", "H", "H", "H", "C", "H", "C", "C", "H", "H", "H", "C", "H", "H", "H", "C", "N", "C", "C", "C", "N", "C", "C", "O", "H", "H", "H", "H", "H", "H", "H", "H", "H", "H", "H", "H"],
  "positions_angstrom": [[0.05057, -1.02925, -0.24718], [-1.49946, -1.49618, 0.89791], [-0.55274, -2.64255, -1.83058], [1.90988, 0.93349, -0.71861], [2.04243, -0.44382, -0.30084], [1.51889, -0.51411, 1.09718], [1.80186, -1.59619, 2.08938], [2.01016, -2.55120, 1.59395], [0.94841, -1.74330, 2.76772], [2.67700, -1.33718, 2.70778], [1.11037, 0.83312, 1.44522], [0.73518, 1.28682, 2.80518], [1.62396, 1.60253, 3.37683], [0.23517, 0.49355, 3.37674], [0.06032, 2.15100, 2.75360], [1.31977, 1.66683, 0.33053], [1.13782, 3.14285, 0.32372], [0.34487, 3.43962, 1.01830], [0.88096, 3.51053, -0.67746], [2.05855, 3.65862, 0.63525], [2.93815, -1.45074, -0.94782], [3.99445, -1.25318, -0.69281], [2.84707, -1.40447, -2.04328], [2.69666, -2.47451, -0.63231], [2.46136, 1.52928, -1.95473], [1.68034, 2.07484, -2.50561], [2.88309, 0.77329, -2.62609], [3.26069, 2.25212, -1.72313], [-2.39180, -1.09811, 1.83000], [-2.33547, -0.04588, 2.13333], [-3.29624, -2.02045, 2.35398], [-4.01623, -1.68246, 3.09983], [-3.24446, -3.35788, 1.93112], [-3.94885, -4.07923, 2.34250], [-2.28518, -3.75787, 1.00451], [-2.19184, -4.78200, 0.64637], [-1.40640, -2.79666, 0.48389], [-0.30437, -3.03179, -0.47775], [0.26007, -3.95473, -0.36274], [-0.73785, -1.26808, -1.98860], [-0.30390, -3.23374, -3.06778], [-0.14890, -4.29459, -3.16969], [-0.37707, -2.25454, -3.98950], [-0.24072, -2.28574, -5.05759], [-0.66400, -1.06324, -3.32805], [-0.76907, 0.24500, -3.85467], [0.22009, 0.76230, -4.70527], [0.12341, 2.10539, -5.09596], [0.86985, 2.51536, -5.78198], [-0.89696, 2.93352, -4.61985], [-1.02383, 4.36408, -5.05656], [-0.85204, 5.05340, -4.21854], [-2.03109, 4.57267, -5.44199], [-0.29954, 4.59293, -5.84356], [-1.81514, 2.40907, -3.70524], [-2.60171, 3.04834, -3.29729], [-1.77017, 1.06889, -3.31744], [-2.77956, 0.52165, -2.36776], [-3.35109, -0.31166, -2.80089], [-3.48812, 1.31776, -2.11048], [-2.32144, 0.16790, -1.42997], [1.40539, -0.04731, -5.12237], [1.13556, -0.85560, -5.81515], [1.93764, -0.49318, -4.26682], [2.11919, 0.60668, -5.64178], [-2.91642, -0.95116, 6.12893], [-1.50251, -0.84400, 6.36350], [-0.94808, 0.41500, 6.80435], [0.28543, 0.13823, 7.63352], [1.26163, -0.78903, 6.95188], [0.64985, -1.65222, 5.97512], [1.50633, -2.67014, 5.42570], [-0.70897, -1.78897, 5.75417], [-1.17831, -2.68885, 5.04135], [-3.40045, -0.03955, 6.49321], [-3.14791, -1.09928, 5.06676], [-3.31799, -1.81748, 6.67242], [-0.68409, 1.06194, 5.94543], [-1.71757, 0.91973, 7.39804], [-0.02578, -0.31400, 8.57977], [0.79015, 1.07836, 7.87011], [1.76189, -1.41242, 7.70563], [2.05063, -0.20826, 6.45146], [2.35561, -2.21295, 4.89987], [1.92154, -3.31174, 6.21721], [0.92715, -3.28756, 4.73393]],
  "forces_ev_per_a": [[-1.5525, -0.2204, 0.9724], [2.2179, 1.3152, -1.5032], [-0.7113, -0.7433, -2.2294], [0.1389, -1.3457, 1.2969], [0.4900, 1.7651, 1.2495], [1.2569, 1.8372, -0.4619], [-0.1513, -0.1905, 0.2132], [-0.1072, 0.1230, 0.1112], [0.1614, -0.0710, -0.1737], [-0.1150, -0.0532, -0.1411], [0.5604, -1.3492, -1.1262], [-0.4679, 0.0745, 0.4000], [-0.1463, -0.0869, -0.1040], [0.0675, 0.1341, -0.0874], [0.0708, -0.1546, 0.1429], [0.3250, -0.4660, 0.0280], [-0.2007, 0.3633, -0.0976], [0.0761, 0.0937, -0.1547], [-0.0154, -0.0098, 0.1921], [-0.1214, -0.0279, -0.0406], [0.1343, -0.2662, -0.2365], [-0.2614, -0.0835, -0.0470], [0.0201, -0.1318, 0.2382], [0.0234, 0.2186, -0.1213], [-0.1607, 0.2750, -0.6407], [0.2061, -0.0932, -0.0743], [-0.1005, 0.1555, 0.1156], [-0.1637, -0.1683, -0.0200], [-1.6558, -0.4255, 1.2579], [-0.1928, -0.4279, -0.0509], [0.8599, 1.4268, -0.2907], [0.1240, -0.1499, -0.1812], [-1.3533, -0.5624, 0.9924], [0.1473, 0.1269, -0.0319], [1.8215, 1.0183, -1.4088], [-0.0795, 0.1570, 0.1287], [-2.1387, -2.9703, 0.6799], [1.1588, 0.1709, 1.1264], [-0.2019, 0.0169, -0.1442], [0.7383, -0.7367, 0.6753], [-0.3775, 0.1611, 1.5372], [0.0610, 0.0354, -0.0511], [0.2814, 0.0847, -0.8079], [-0.1446, -0.0986, 0.1037], [-0.1136, 1.4230, -1.3418], [0.2026, -0.9606, 0.3914], [-0.0478, 0.7997, -0.1988], [-0.2773, -0.3728, 0.0976], [-0.1347, -0.1088, 0.1899], [0.0077, -0.0785, -0.0419], [0.0250, 0.1809, 0.0076], [0.0047, -0.0386, -0.1477], [0.1858, -0.0068, 0.0154], [-0.0878, 0.0619, 0.0695], [0.1456, -0.5936, 0.0351], [0.1581, -0.1427, -0.1036], [-0.0755, 0.8541, -0.0607], [-0.6753, 0.4350, 0.5093], [0.2436, 0.0562, 0.1378], [-0.0415, -0.1014, -0.1110], [-0.3160, 0.0094, -0.4491], [0.4890, -0.0207, -0.2835], [0.1590, 0.0690, 0.1478], [-0.3423, 0.0305, -0.2470], [-0.1219, -0.1655, 0.0836], [-0.6498, -0.2382, -0.1683], [0.2354, -0.1828, -0.0509], [0.1773, -0.0012, -0.3880], [-0.1410, 0.3161, 0.7371], [0.3990, 0.0313, -0.2804], [-0.4710, -0.3240, -0.3256], [0.3778, -0.2527, -0.2112], [-0.2716, -0.6917, -0.7170], [0.4970, 1.0585, 1.2057], [0.0281, -0.1920, -0.0725], [0.0884, 0.1075, 0.1960], [-0.0384, 0.2059, -0.1320], [-0.1445, -0.1004, 0.1780], [0.2553, 0.0324, -0.0862], [-0.0869, 0.0750, -0.0511], [-0.0361, -0.0452, 0.0721], [0.0537, 0.0769, -0.0179], [-0.0673, -0.0957, 0.0120], [-0.1839, -0.0664, 0.0394], [-0.1144, 0.0443, -0.0113], [0.1843, 0.1922, 0.1372]],
  "lowdin_charge": [0.3426, 0.0226, -0.0898, -0.2209, -0.2928, -0.2919, -0.0390, 0.0813, 0.0738, 0.0812, -0.2173, -0.0439, 0.0863, 0.0666, 0.0697, -0.2370, -0.0497, 0.0654, 0.0737, 0.0826, -0.0418, 0.0876, 0.0700, 0.0738, -0.0324, 0.0779, 0.0625, 0.0878, -0.1579, 0.0943, -0.1393, 0.0749, -0.1655, 0.0687, -0.0688, 0.0928, -0.2939, -0.1585, 0.1054, -0.1323, -0.0508, 0.1069, -0.0804, 0.0964, -0.0260, -0.1399, -0.2201, -0.0365, 0.1058, -0.3052, -0.0823, 0.0720, 0.0717, 0.0647, -0.0212, 0.1111, -0.2029, -0.0603, 0.0962, 0.0713, 0.0517, -0.0661, 0.0622, 0.0682, 0.0746, -0.0453, -0.1030, -0.1677, -0.1636, -0.1806, -0.0945, -0.0614, -0.4686, 0.0424, 0.0836, 0.0687, 0.0938, 0.1279, 0.1174, 0.1137, 0.1118, 0.1180, 0.1225, 0.0777, 0.0881, 0.0893],
  "total_charge": -1,
  "homo_energy_ev": [-0.82, -0.54]
}

***

Calculated values (eV Å⁻¹) of max |F| for the records, taken in order: 0.8; 3.7.